Record 1
Below is a molecular structure, C3H2O3Pt, with properties calculated with the ωB97M-V functional and the def2-TZVPD basis.

Geometry as XYZ:
```
9
Properties=species:S:1:pos:R:3:forces:R:3:mulliken_charge:R:1
O -0.81159 0.16303 1.97906 4.2 2.5 2.9 -0.4392
C 0.30579 0.35778 1.37470 0.8 1.0 0.9 0.0431
C 0.47478 -0.18578 0.10873 0.1 1.0 -1.5 -0.0081
O -0.68959 -0.57884 -0.61407 3.4 -1.5 -3.7 -0.3708
Pt -1.82431 -0.68017 0.70809 -11.6 -4.3 1.9 0.9494
H 1.04283 1.06462 1.77429 -0.2 -0.5 0.2 0.3461
C 0.70616 0.28837 -1.16008 5.1 2.4 -1.2 0.4404
O 1.74115 0.33471 -1.94550 -2.1 -0.3 0.2 -0.3372
H 2.50714 -0.19298 -1.67393 0.3 -0.3 0.2 0.3762
```
Forces are in eV/Å.

Calculated values
LUMO level (spin up / spin down)   -5.5 / -7.4 eV
Charge   +1
Gap between HOMO and LUMO (spin up / spin down)   7.893 / 7.584 eV
Total energy   -12514.05064 eV
Expectation value of S²   3.77
Multiplicity   4
Energy above the lowest of the compared OMol25 structures with the same formula, charge and spin   3.8188 eV


Record 2
Below is a single C3H2O3S2 molecule, with properties calculated with the ωB97M-V functional and the def2-TZVPD basis.

Geometry as XYZ:
```
10
Properties=species:S:1:pos:R:3:forces:R:3:mulliken_charge:R:1
O 0.54330 2.09752 -0.46627 2.1 -2.7 0.5 -0.5457
C 1.13914 1.03355 -0.22776 -5.4 2.5 0.9 0.6961
O 2.30614 0.68047 -0.41536 4.9 -0.3 -1.2 -0.3598
C 0.39387 -0.18490 0.35838 -0.6 -3.3 -0.4 0.2114
S 1.06699 -1.74808 0.31512 -0.9 2.8 0.6 -0.2473
C -1.06174 -0.03115 0.44919 -2.2 3.7 0.1 0.1616
O -1.40949 1.06018 1.37481 1.5 -3.4 -1.8 -0.4212
S -1.97008 -0.54783 -0.84194 0.7 0.5 2.0 -0.1221
H 2.38216 -0.30111 -0.18541 0.2 0.6 -0.2 0.2812
H -2.27987 1.42548 1.19035 -0.3 -0.3 -0.4 0.3458
```
Forces are in eV/Å.

Calculated values
LUMO level   -2.5 eV
Gap between HOMO and LUMO   7.313 eV
Total energy   -30954.09215 eV
Energy above the lowest of the compared OMol25 structures with the same formula, charge and spin   1.5131 eV


Record 3
Below is a single C3H2O4 molecule, with properties calculated with the ωB97M-V functional and the def2-TZVPD basis.

Geometry as XYZ:
```
9
Properties=species:S:1:pos:R:3:forces:R:3:mulliken_charge:R:1
O 2.62280 -0.14640 -0.14615 -0.1 -0.7 -0.4 -0.3900
C 1.46338 -0.48944 -0.08236 3.5 -1.9 0.8 0.0654
C 0.53535 0.64639 0.02218 -2.4 1.4 1.0 0.5485
O 0.85392 1.79314 0.28949 -1.0 -2.4 -0.9 -0.4453
C -0.90859 -0.00227 0.01434 -1.4 -1.7 0.8 0.4904
O -1.01650 -1.21546 0.28675 0.2 3.4 -0.8 -0.5382
O -1.96276 0.79943 -0.22995 -0.4 -1.2 0.0 -0.4277
H 1.22347 -1.63140 0.07628 -0.2 2.3 -0.6 0.3196
H -2.81105 0.24602 -0.23058 1.7 0.8 0.1 0.3773
```
Forces are in eV/Å.

Calculated values
LUMO level   -1.7 eV
Gap between HOMO and LUMO   8.567 eV
Total energy   -11331.53162 eV
Energy above the lowest of the compared OMol25 structures with the same formula, charge and spin   1.5973 eV


Record 4
Below is a molecular structure, C3H2O4Pd, with properties calculated with the ωB97M-V functional and the def2-TZVPD basis.

Geometry as XYZ:
```
10
Properties=species:S:1:pos:R:3:forces:R:3:mulliken_charge:R:1
H 0.94999 2.60610 0.44257 0.4 -0.2 -0.6 0.3949
C 2.53571 1.05821 0.34352 0.9 1.0 -2.3 0.0647
C 1.10447 1.53616 0.19045 -2.8 -0.3 0.1 0.0432
O 0.17247 0.76232 0.01995 0.8 -0.1 1.7 -0.4818
C -1.41700 1.09305 -1.99102 1.1 4.7 0.0 0.8342
O -0.63266 1.94473 -1.89777 0.0 -1.9 -0.7 -0.2199
O -2.53304 0.77594 -2.20256 5.7 -7.1 3.2 -0.5540
O 2.97019 0.38211 1.22087 0.1 -1.5 0.6 -0.2260
Pd -3.84094 1.71721 -2.83739 -7.1 4.8 -3.4 0.8994
H 2.70763 1.02036 -0.81296 0.9 0.4 1.4 0.2454
```
Forces are in eV/Å.

Calculated values
LUMO level (spin up / spin down)   -6.2 / -7.2 eV
Charge   +1
Gap between HOMO and LUMO (spin up / spin down)   3.597 / 6.832 eV
Total energy   -14796.68677 eV
Expectation value of S²   3.76
Multiplicity   4


Record 5
Below is a single C3H2OS molecule, with properties calculated with the ωB97M-V functional and the def2-TZVPD basis.

Geometry as XYZ:
```
7
Properties=species:S:1:pos:R:3:forces:R:3:mulliken_charge:R:1
C 1.78642 -0.85023 -0.06022 -4.2 1.3 0.0 0.2276
C 0.63523 -0.46848 -0.06641 -1.4 0.4 0.0 -0.5636
C -0.84388 0.03239 -0.03783 3.6 0.7 -0.6 0.1527
O -0.75372 1.41910 -0.11589 -0.6 -1.3 0.8 -0.4273
S -2.08490 -0.97810 -0.06024 -0.2 0.5 0.3 -0.2279
H 2.76737 -1.04334 0.03848 2.7 -0.8 0.1 0.4951
H -1.50652 1.88866 0.30211 0.1 -0.7 -0.5 0.3434
```
Forces are in eV/Å.

Calculated values
LUMO level   -0.5 eV
Gap between HOMO and LUMO   8.933 eV
Total energy   -16023.11928 eV
Energy above the lowest of the compared OMol25 structures with the same formula, charge and spin   1.1980 eV


Record 6
Below is 2 unconnected molecules or ions with the total composition C3H2OS, with properties calculated with the ωB97M-V functional and the def2-TZVPD basis.

Geometry as XYZ:
```
7
Properties=species:S:1:pos:R:3:forces:R:3:mulliken_charge:R:1
C -0.83039 -0.62450 0.15990 0.6 0.1 -0.2 -0.7698
C 0.13394 -0.46201 -0.85748 0.3 -2.3 0.6 -0.0428
C 0.46410 -1.23167 0.20385 -1.6 1.4 -0.3 0.1515
H 0.37661 -0.36147 -1.90753 0.1 0.8 0.2 0.2966
H 0.97939 -1.86766 0.89855 0.5 -0.1 -0.4 0.3787
O -0.17643 2.42625 0.17589 2.4 1.0 -3.5 -0.2771
S -0.94723 2.12107 1.32682 -2.4 -0.9 3.5 0.2630
```
Forces are in eV/Å.

Calculated values
LUMO level (spin up / spin down)   -0.9 / -1.0 eV
Gap between HOMO and LUMO (spin up / spin down)   7.408 / 7.633 eV
Total energy   -16019.45931 eV
Energy above the lowest of the compared OMol25 structures with the same formula, charge and spin   4.8580 eV


- The highest total energy belongs to which entry?
  C3H2O4


- What is the total energy in the fourth record?
  -14796.68677 eV